Record 1
Density functional theory data (ωB97M-V/def2-TZVPD) for a molecular structure, C9H22In.

Last column: Löwdin charge in e.
CARTESIAN COORDINATES (ANGSTROEM)
C: -2.23 2.15 2.01  -0.123
C: -2.56 0.66 2.00  -0.261
C: -1.81 -0.06 0.85  -0.226
C: -0.86 -1.14 1.33  -0.223
C: -0.09 -1.79 0.16  -0.197
C: 1.44 -1.89 0.36  -0.210
C: 2.29 -0.95 -0.51  -0.235
C: 1.90 0.53 -0.38  -0.313
C: 1.73 1.34 -1.69  -0.358
In: 0.73 0.37 -3.45  0.167
H: -2.40 2.56 1.02  0.069
H: -2.82 2.70 2.74  0.059
H: -1.18 2.27 2.23  0.071
H: -3.63 0.55 1.82  0.093
H: -2.30 0.22 2.95  0.094
H: -2.52 -0.51 0.17  0.113
H: -1.28 0.69 0.27  0.098
H: -1.48 -1.92 1.78  0.102
H: -0.19 -0.78 2.10  0.101
H: -0.48 -2.77 -0.05  0.099
H: -0.27 -1.17 -0.71  0.044
H: 1.74 -2.92 0.18  0.093
H: 1.68 -1.65 1.40  0.094
H: 2.31 -1.29 -1.54  0.074
H: 3.31 -1.06 -0.14  0.094
H: 2.70 1.00 0.19  0.086
H: 1.02 0.65 0.24  0.071
H: 2.70 1.72 -1.99  0.008
H: 1.14 2.21 -1.44  0.002
H: 0.05 1.61 -4.57  -0.172
H: 1.97 -0.60 -4.33  -0.165
H: -0.61 -0.73 -3.02  -0.150

## Properties
* Kohn-Sham gap: 7.538 eV
* net charge: -1
* lowest unoccupied orbital energy: 3.2 eV

***

Record 2
Density functional theory data (ωB97M-V/def2-TZVPD) for 3 unconnected molecules or ions with the total composition C9H22N2Si2 in a non-equilibrium geometry.

Last column: Löwdin charge in e.
CARTESIAN COORDINATES (ANGSTROEM)
C: -4.25 8.79 3.29  -0.036
C: -3.01 8.78 3.79  -0.045
C: -3.25 7.03 2.53  -0.089
C: 1.04 4.95 2.95  -0.153
C: 1.26 -12.54 -6.98  -0.138
C: 0.29 8.41 4.58  -0.171
C: 2.72 -11.41 -3.94  -0.178
C: -0.26 5.71 2.56  -0.364
C: 2.65 -11.89 -7.00  -0.352
N: -4.39 7.72 2.49  0.146
N: -2.36 7.63 3.33  -0.121
Si: -0.77 6.98 3.77  0.774
Si: 3.43 -12.32 -5.37  1.067
H: -5.04 9.36 3.42  0.096
H: -2.44 9.57 4.48  0.183
H: -3.23 5.95 2.28  0.171
H: 1.15 4.10 2.29  0.082
H: 1.90 5.39 2.65  0.041
H: 0.98 4.66 3.93  0.041
H: 1.50 -13.59 -6.78  0.086
H: 0.68 -12.22 -6.10  0.081
H: 0.72 -12.28 -7.79  0.052
H: -0.33 8.92 5.30  0.001
H: 1.06 7.92 5.02  -0.029
H: 0.54 9.22 3.76  0.091
H: 2.12 -11.97 -3.26  0.049
H: 3.51 -10.74 -3.61  0.055
H: 1.88 -10.81 -4.39  0.072
H: -0.93 4.82 2.43  0.084
H: -0.01 6.12 1.48  0.125
H: 2.55 -10.70 -6.94  0.133
H: 3.08 -12.03 -8.00  0.086
H: -5.20 7.49 2.07  0.130
H: -2.05 6.35 7.02  0.044
H: 4.44 -13.37 -5.26  -0.013

## Properties
* Kohn-Sham gap (spin up / spin down): 7.528 / 4.507 eV
* net charge: +2
* energy relative to the best compared isomer or geometry (same formula, charge and spin): 436.2 kJ/mol
* lowest unoccupied orbital energy (spin up / spin down): -6.9 / -6.9 eV

***

Record 3
Density functional theory data (ωB97M-V/def2-TZVPD) for a single C9H22NP molecule in a non-equilibrium geometry.

Last column: Löwdin charge in e.
CARTESIAN COORDINATES (ANGSTROEM)
C: -0.15 -3.20 -0.13  -0.147
C: 0.99 -2.07 0.22  -0.379
P: 0.30 -0.57 -0.60  0.964
N: -1.00 -0.20 0.43  -0.224
C: -2.07 0.63 -0.24  -0.478
C: -2.52 1.84 0.61  -0.033
C: -3.12 -0.40 -0.69  -0.059
C: 1.64 0.70 -0.12  -0.751
C: 2.96 0.34 -0.78  -0.131
C: 1.13 2.03 -0.72  -0.106
C: 1.76 0.90 1.41  -0.103
H: -0.92 -2.93 0.45  -0.007
H: -0.22 -3.16 -1.27  0.080
H: 0.15 -4.18 0.08  0.036
H: 1.97 -2.17 -0.35  0.068
H: 1.26 -2.26 1.25  0.068
H: -1.31 -0.84 1.16  0.091
H: -1.63 1.02 -1.10  0.067
H: -2.32 1.51 1.71  0.119
H: -1.90 2.62 0.39  0.022
H: -3.50 2.02 0.39  0.037
H: -3.72 0.05 -1.42  0.058
H: -3.58 -0.82 0.22  0.089
H: -2.60 -1.19 -1.16  0.047
H: 3.52 -0.54 -0.35  0.081
H: 2.80 -0.04 -1.78  0.067
H: 3.62 1.18 -0.45  0.098
H: 0.06 2.15 -0.62  0.022
H: 1.34 1.94 -1.87  0.118
H: 1.64 2.73 -0.02  0.088
H: 0.80 1.26 1.84  0.080
H: 2.08 0.03 1.95  0.058
H: 2.54 1.60 1.60  0.061

## Properties
* Kohn-Sham gap: 8.693 eV
* energy relative to the best compared isomer or geometry (same formula, charge and spin): 140.9 kJ/mol
* lowest unoccupied orbital energy: 1.0 eV

***

Record 4
Density functional theory data (ωB97M-V/def2-TZVPD) for a molecular structure, C9H23CsNO3 in a non-equilibrium geometry.

Last column: Löwdin charge in e.
CARTESIAN COORDINATES (ANGSTROEM)
Cs: -2.06 -2.15 6.76  0.980
O: -5.64 -0.64 3.30  -0.050
H: -6.47 -0.17 3.31  0.039
H: -5.75 -1.34 3.94  0.018
O: -2.88 -6.41 9.82  -0.053
H: -3.15 -7.32 9.68  0.038
H: -3.69 -5.91 9.75  0.023
C: 2.71 0.60 0.67  -0.034
C: 1.52 0.97 -0.29  -0.451
C: 1.99 2.27 -1.09  -0.127
C: 1.26 2.61 -2.38  -0.197
C: 1.21 1.41 -3.38  -0.136
C: 0.55 0.12 -2.66  -0.427
N: 1.17 -0.12 -1.29  -0.169
O: 0.91 -1.32 -0.80  0.005
C: -0.99 0.48 -2.60  -0.013
C: 0.91 -1.04 -3.55  -0.063
C: 0.34 1.41 0.58  -0.051
H: 3.57 0.36 0.05  0.085
H: 2.36 -0.32 1.14  0.068
H: 2.88 1.24 1.53  0.080
H: 1.87 3.16 -0.48  0.116
H: 3.04 2.08 -1.31  0.111
H: 1.71 3.36 -3.03  0.108
H: 0.24 2.98 -2.28  0.099
H: 2.26 1.19 -3.60  0.106
H: 0.88 1.73 -4.36  0.115
H: -1.54 -0.38 -2.98  0.072
H: -1.32 0.62 -1.57  0.060
H: -1.25 1.37 -3.18  0.076
H: 0.75 -0.89 -4.62  0.088
H: 1.98 -1.22 -3.44  0.090
H: 0.40 -1.98 -3.36  0.077
H: -0.38 2.01 0.02  0.074
H: 0.80 1.98 1.39  0.078
H: -0.16 0.50 0.90  0.070
H: -0.02 -1.22 -0.58  0.093

## Properties
* Kohn-Sham gap: 5.299 eV
* net charge: +1
* lowest unoccupied orbital energy: -4.1 eV

***

Record 5
Density functional theory data (ωB97M-V/def2-TZVPD) for a molecular structure, C9H23N3OP2Sc in a non-equilibrium geometry.

Last column: Löwdin charge in e.
CARTESIAN COORDINATES (ANGSTROEM)
Sc: -0.33 -0.17 0.12  0.732
P: 1.35 -2.00 1.35  0.862
P: -1.00 2.59 0.89  0.878
N: -0.34 -1.87 -1.09  -0.240
N: -1.27 0.73 -1.54  -0.096
H: -1.03 -2.24 -3.04  0.135
H: -0.71 0.35 -3.55  0.147
H: 0.49 -1.38 -2.95  0.123
C: -0.50 -1.46 -2.45  -0.289
H: -2.26 -0.39 -3.06  0.144
C: -1.24 -0.14 -2.71  -0.171
H: 1.30 -3.03 -1.66  0.127
H: -2.39 2.16 -2.60  0.151
C: 0.37 -3.16 -1.04  -0.307
C: -1.90 1.91 -1.64  -0.196
H: 1.65 -4.22 0.35  0.087
C: 0.82 -3.51 0.39  -0.414
H: -0.01 -3.99 0.94  0.077
H: -2.04 2.93 1.79  -0.027
H: -0.36 3.88 0.85  -0.022
H: 1.10 -2.52 2.65  -0.042
H: 2.76 -2.21 1.21  -0.032
O: -1.64 -0.31 1.63  -0.164
C: -2.72 -1.00 1.65  -0.355
C: -2.78 -2.23 2.48  0.036
C: -3.85 -0.70 0.74  0.028
H: -0.18 -3.99 -1.46  0.123
H: -1.80 -2.73 2.48  0.097
H: -3.02 -1.96 3.53  0.135
H: -3.54 -2.92 2.08  0.110
H: -3.57 -0.09 -0.14  0.085
H: -4.28 -1.64 0.37  0.116
H: -4.65 -0.17 1.29  0.134
C: -1.98 2.83 -0.60  -0.282
H: -2.64 3.70 -0.73  0.097
N: 1.57 0.95 -0.33  -0.005
H: 1.81 1.65 0.39  0.065
H: 1.36 1.44 -1.20  0.074
H: 2.38 0.33 -0.47  0.077

## Properties
* Kohn-Sham gap (spin up / spin down): 7.666 / 5.415 eV
* net charge: +2
* <S²>: 0.781
* multiplicity: 2
* energy relative to the best compared isomer or geometry (same formula, charge and spin): 0.0 kJ/mol
* lowest unoccupied orbital energy (spin up / spin down): -6.9 / -9.0 eV

***

Record 6
Density functional theory data (ωB97M-V/def2-TZVPD) for a gas-phase ion, C9H23N4 (charge +1).

Last column: Löwdin charge in e.
CARTESIAN COORDINATES (ANGSTROEM)
C: -2.27 1.01 0.53  -0.072
C: -0.91 1.72 0.40  -0.241
C: -1.85 -0.44 0.65  -0.326
C: 2.88 -0.61 1.56  -0.059
C: 1.94 1.45 -2.02  -0.069
C: -2.41 -0.85 -1.66  -0.019
C: -1.62 -2.70 -0.29  -0.015
C: 1.91 -0.52 0.40  -0.172
C: 2.07 1.77 -0.54  -0.156
N: -0.06 0.67 -0.11  -0.107
N: -1.55 -0.84 1.90  0.203
N: -2.03 -1.31 -0.33  -0.136
N: 1.27 0.82 0.31  -0.201
H: -2.82 1.33 1.41  0.125
H: -2.89 1.18 -0.34  0.106
H: -0.97 2.61 -0.25  0.110
H: -0.57 2.07 1.40  0.113
H: 3.32 -1.60 1.59  0.088
H: 3.69 0.11 1.47  0.079
H: 2.37 -0.44 2.51  0.080
H: 2.35 2.27 -2.60  0.085
H: 2.47 0.54 -2.29  0.071
H: 0.89 1.33 -2.26  0.066
H: -3.45 -0.51 -1.66  0.102
H: -1.75 -0.05 -1.98  0.092
H: -2.33 -1.68 -2.36  0.098
H: -1.22 -2.99 0.68  0.078
H: -2.48 -3.34 -0.51  0.109
H: -0.85 -2.88 -1.04  0.106
H: 1.10 -1.24 0.51  0.109
H: 2.42 -0.72 -0.55  0.118
H: 1.68 2.77 -0.35  0.124
H: 3.11 1.73 -0.21  0.122
H: -1.50 -0.15 2.63  0.123
H: -1.25 -1.77 2.12  0.104
H: 1.31 1.23 1.28  0.167

## Properties
* Kohn-Sham gap: 8.458 eV
* net charge: +1
* energy relative to the best compared isomer or geometry (same formula, charge and spin): 119.5 kJ/mol
* lowest unoccupied orbital energy: -2.3 eV